The following is a quantum chemistry calculation of a structure of composition C5H10N2O in a non-equilibrium geometry, from the OMol25 dataset.

```
18
Properties=species:S:1:pos:R:3:forces:R:3:nbo_charge:R:1
C -0.1903 -0.4017 0.0640 -0.307 -1.010 -4.654 0.0029
C -1.3898 -1.1866 0.4693 -1.525 -3.688 4.053 -0.3821
C -2.0587 -1.2627 -0.9408 -4.249 -1.612 0.597 -0.4224
C -1.2166 -0.1079 -1.2012 4.790 1.665 -1.971 -0.3903
C 0.3778 0.8295 0.5577 5.225 -0.521 1.873 0.0162
H 1.3134 -0.5437 -1.3103 -0.374 -3.211 2.204 0.3915
H 1.2022 -2.0267 -0.0150 0.253 2.066 -1.895 0.3852
H -2.2407 -0.7347 1.1015 1.904 0.112 -0.726 0.2356
H -1.0754 -2.1033 1.1558 -0.812 1.160 -1.574 0.1960
H -2.1203 -2.1240 -1.7459 1.014 1.541 2.014 0.2361
H -3.1865 -1.0359 -0.7750 1.772 -0.234 -0.441 0.1990
H -1.3626 0.9615 -1.2614 -1.341 0.018 -0.258 0.2202
H -0.4906 -0.4366 -1.9792 -1.016 1.076 -0.283 0.2348
H -0.2608 1.5818 0.8891 -1.157 1.500 0.221 0.1858
H 2.7416 2.3656 1.5424 -0.832 0.203 -0.640 0.4745
N 0.7631 -1.3399 -0.7284 0.163 1.860 1.834 -0.8814
N 1.7060 1.0339 0.7614 -4.642 -1.130 -1.424 -0.1303
O 1.8827 2.3767 1.0591 1.132 0.207 1.069 -0.5712
```
Forces are in eV/Å.

For the energy above the lowest of the compared OMol25 structures with the same formula, charge and spin, the calculation gives 594.2 kJ/mol. The total energy comes out at -10369.14631 eV. As for the orbital gap: 9.551 eV. Its charge is 0. For the HOMO energy, the calculation gives -8.6 eV.